No. 1
A cluster of 2 separate species, C12H10N3 in total in a non-equilibrium geometry. Source: the OMol25 dataset; level of theory: ωB97M-V/def2-TZVPD.

Results
- HOMO energy (alpha / beta): -10.815 / -12.041 eV
- ⟨S²⟩: 2.046
- 2S+1: 3
- Frontier orbital gap (alpha / beta): 6.52 / 4.04 eV
- DFT total energy: -17061.701 eV
- Net charge: +1

Each line ends with the Löwdin spin population.
Positions of all 25 atoms, in Å:
C -4.24713 -0.40508 1.45294  0.22
C 3.96864 0.25988 -1.08067  -0.01
C -3.50376 -1.35245 0.64755  -0.01
C -3.62379 0.77563 1.96532  0.03
C 2.99972 1.22377 -1.45791  0.06
C 3.74747 -1.10839 -1.05680  0.04
C -2.11739 -1.10240 0.38944  0.13
C -2.26458 0.97091 1.66677  0.08
C 1.66170 0.69799 -1.85213  0.11
C 2.51564 -1.65100 -1.48145  0.10
C -1.51098 0.04236 1.01010  0.13
C 1.66871 -0.60591 -1.73441  0.64
N 1.41510 1.77897 1.03601  0.22
N 0.54315 1.11541 0.83996  0.03
N -0.21725 0.28891 0.59854  0.17
H -5.33178 -0.39239 1.42550  0.01
H 4.93274 0.55608 -0.78674  0.00
H -4.09172 -2.00358 0.10868  0.00
H -4.33744 1.45563 2.43361  0.00
H 3.12879 2.29253 -1.66500  0.01
H 4.57508 -1.67910 -0.55910  0.01
H -1.57341 -1.70382 -0.34078  0.01
H -1.65862 1.93793 2.02204  0.00
H 0.82532 1.28692 -2.08669  0.02
H 2.49580 -2.67880 -1.49478  0.01

---

No. 2
A cluster of 2 separate species, C12H10N3O6S in total in a non-equilibrium geometry. Source: the OMol25 dataset; level of theory: ωB97M-V/def2-TZVPD.

Results
- HOMO energy: -3.905 eV
- Frontier orbital gap: 5.82 eV
- DFT total energy: -40199.215 eV
- Net charge: -1

Each line ends with the Mulliken charge.
Positions of all 32 atoms, in Å:
C -4.53226 -0.33811 2.04656  -1.33
C -3.05122 -0.31061 1.77826  0.92
C -2.33620 -1.50493 1.64418  -0.53
C -0.95698 -1.49949 1.43342  -0.41
C -0.28134 -0.27839 1.41480  0.20
S 1.49498 -0.24860 1.20334  1.22
N 2.28465 0.09213 2.90157  -0.48
C 3.51128 0.16820 2.86841  0.88
O 4.68984 0.23214 2.75852  -0.50
O 1.94461 -1.56331 0.83602  -0.62
O 1.81640 0.90948 0.41542  -0.61
C -0.98424 0.92599 1.44495  -0.54
C -2.36073 0.90086 1.65817  -0.66
H -4.92807 0.67746 2.12365  0.35
H -5.08673 -0.85626 1.25509  0.31
H -4.75391 -0.86062 2.98473  0.31
H -2.87261 -2.45249 1.71261  0.35
H -0.41175 -2.42948 1.28974  0.44
H -0.46122 1.87018 1.31384  0.41
H -2.91834 1.83479 1.73875  0.27
C 3.89303 0.94039 5.41214  -0.98
C 5.11189 0.36411 5.87830  0.44
O 5.32780 -0.83516 6.08442  -0.76
N 6.16925 1.28004 6.03483  -0.04
C 6.12290 2.66341 5.90296  0.31
O 7.08218 3.39463 6.07795  -0.69
N 4.85906 3.11614 5.54490  -0.04
C 3.70343 2.34906 5.29665  0.56
O 2.66712 2.93103 4.95982  -0.76
H 3.03140 0.29824 5.30240  0.57
H 7.06944 0.90535 6.29770  0.20
H 4.77639 4.11624 5.43669  0.21

---

No. 3
A structure of composition C12H10N8ORuS. Source: the OMol25 dataset; level of theory: ωB97M-V/def2-TZVPD.

Results
- HOMO energy: -16.904 eV
- Frontier orbital gap: 7.28 eV
- DFT total energy: -39971.659 eV
- Net charge: +2

Each line ends with the Mulliken charge.
Positions of all 33 atoms, in Å:
Ru -0.91334 0.53062 0.33042  0.49
C 2.86471 -1.23484 1.45787  -1.56
C 1.61135 -0.76021 0.81808  1.11
N 0.62513 -0.15878 1.41931  0.51
N 0.64497 0.09780 2.77243  -0.57
C -0.42222 0.68973 3.30871  0.85
N -0.48499 0.95096 4.59172  -0.35
S -1.79727 1.08592 2.30077  -0.22
C 1.37917 -0.97017 -0.61945  0.40
C 2.25509 -1.66156 -1.43478  -0.58
C 1.90535 -1.88220 -2.76301  -0.59
C 0.68637 -1.42325 -3.22239  -0.77
C -0.14837 -0.72911 -2.35326  -0.16
N 0.20179 -0.49224 -1.09653  0.08
H 2.93244 -1.04562 2.52467  0.37
H 3.71955 -0.75158 0.97982  0.41
H 2.96536 -2.31145 1.30601  0.41
H 1.42158 -0.22548 3.33342  0.15
H 0.25456 0.73129 5.24582  0.23
H -1.31453 1.38618 4.97362  0.24
H 3.19198 -2.03632 -1.04768  0.48
H 2.57572 -2.41918 -3.42012  0.46
H 0.36681 -1.59138 -4.24129  0.44
H -1.11468 -0.36291 -2.67244  0.50
N -2.58055 -2.07870 -0.04665  -0.40
C -1.96349 -1.11486 0.08730  0.23
O -0.61729 1.96778 -0.90977  -0.52
N -1.92494 1.74319 -0.97059  0.20
C -2.74002 2.41469 -1.68713  0.78
C -2.29120 3.49051 -2.52133  0.04
N -1.92714 4.34507 -3.19487  -0.21
C -4.12592 2.05160 -1.64264  -0.18
N -5.23597 1.76451 -1.60604  -0.24

---

No. 4
A structure of composition C12H10O2 in a non-equilibrium geometry. Source: the OMol25 dataset; level of theory: ωB97M-V/def2-TZVPD.

Results
- HOMO energy: -7.581 eV
- Frontier orbital gap: 7.76 eV
- DFT total energy: -16697.395 eV
- Net charge: 0

Each line ends with the Mulliken charge.
Positions of all 24 atoms, in Å:
C 2.69495 0.81750 -0.30191  -0.61
C 2.98113 0.78206 1.05457  -0.28
C 1.53383 0.14217 -0.89056  -0.91
C 2.15760 0.10038 1.95841  -0.65
C 0.89253 -0.61333 -0.00071  0.25
C 1.17840 -0.61119 1.41226  0.52
C -2.50558 -0.69641 -0.12445  -0.29
C -2.66289 0.52025 -0.60256  -0.44
C -0.32371 -1.37708 0.28439  0.47
C -0.10251 -1.32975 1.60697  -0.86
C -1.58031 -1.76284 -0.53415  -0.60
C -1.63539 1.09334 -1.53801  0.66
O -1.23146 0.59008 -2.57178  -0.57
O -1.21688 2.26869 -1.10442  -0.48
H 3.50852 1.20970 -0.91542  0.33
H 3.85164 1.21691 1.54566  0.35
H 1.30810 0.19128 -1.87886  0.76
H 2.30423 0.32548 3.00761  0.38
H -3.33435 -0.85930 0.60592  0.31
H -3.23107 1.32800 -0.09747  0.33
H -1.95945 -2.75567 -0.24096  0.36
H -1.53022 -1.61977 -1.64542  0.29
H -0.59111 -1.56271 2.60784  0.32
H -0.50603 2.60219 -1.63693  0.36